(1)
{"formula": "C29H66F4N10O10PS", "method": "ωB97M-V/def2-TZVPD", "species": ["C", "C", "F", "C", "O", "C", "C", "C", "N", "S", "O", "O", "C", "F", "F", "F", "C", "N", "P", "N", "H", "H", "H", "H", "H", "H", "H", "H", "H", "H", "H", "H", "H", "H", "H", "H", "H", "C", "O", "N", "C", "C", "H", "H", "H", "H", "H", "H", "H", "C", "O", "N", "C", "C", "H", "H", "H", "H", "H", "H", "H", "C", "O", "N", "C", "C", "H", "H", "H", "H", "H", "H", "H", "C", "O", "N", "C", "C", "H", "H", "H", "H", "H", "H", "H", "C", "O", "N", "C", "C", "H", "H", "H", "H", "H", "H", "H", "C", "O", "N", "C", "C", "H", "H", "H", "H", "H", "H", "H", "C", "O", "N", "C", "C", "H", "H", "H", "H", "H", "H", "H"], "positions_angstrom": [[0.03, 0.31, 2.58], [-0.53, 0.15, 1.19], [0.54, -0.17, 0.39], [-1.52, -1.00, 1.10], [-1.38, -1.67, -0.14], [-2.05, -2.89, -0.02], [-3.56, -2.78, 0.29], [-4.32, -2.62, -1.03], [-3.93, -1.70, 1.28], [-4.16, -2.22, 2.98], [-4.55, -3.59, 3.08], [-2.98, -1.95, 3.71], [-5.66, -1.32, 3.73], [-5.25, -0.34, 4.51], [-6.27, -2.25, 4.46], [-6.47, -0.93, 2.75], [-3.00, -0.49, 1.13], [-3.24, 0.11, -0.16], [-3.31, 0.89, 2.37], [-4.77, 1.45, 2.27], [0.81, 1.06, 2.58], [0.49, -0.61, 2.90], [-0.73, 0.61, 3.31], [-0.93, 1.08, 0.78], [-1.33, -1.76, 1.87], [-1.54, -3.55, 0.68], [-1.98, -3.38, -0.98], [-3.85, -3.77, 0.61], [-3.90, -1.82, -1.63], [-4.24, -3.55, -1.57], [-5.37, -2.47, -0.81], [-4.85, -1.35, 0.97], [-2.73, 0.98, -0.25], [-4.23, 0.26, -0.33], [-2.39, 1.90, 2.02], [-2.96, 0.48, 3.67], [-5.36, 0.99, 1.60], [-5.55, -5.79, 0.56], [-5.91, -5.69, -0.60], [-5.24, -6.93, 1.18], [-4.81, -6.96, 2.57], [-5.34, -8.17, 0.44], [-5.44, -4.90, 1.21], [-3.82, -7.41, 2.63], [-5.51, -7.57, 3.14], [-4.78, -5.96, 2.99], [-4.68, -8.14, -0.43], [-6.36, -8.31, 0.09], [-5.06, -9.00, 1.08], [-0.18, -2.09, 7.72], [0.69, -1.90, 8.55], [-1.44, -1.63, 7.82], [-2.43, -1.89, 6.79], [-1.82, -0.85, 8.99], [0.01, -2.66, 6.80], [-2.79, -0.94, 6.38], [-3.27, -2.44, 7.21], [-1.99, -2.47, 5.99], [-1.19, 0.04, 9.06], [-1.67, -1.45, 9.89], [-2.86, -0.56, 8.92], [1.16, 0.14, -4.04], [1.01, 0.59, -5.16], [2.32, -0.30, -3.54], [2.41, -0.81, -2.18], [3.50, -0.24, -4.37], [0.31, 0.06, -3.33], [3.12, -0.20, -1.60], [2.75, -1.84, -2.19], [1.44, -0.75, -1.70], [3.67, 0.80, -4.66], [3.37, -0.83, -5.27], [4.36, -0.61, -3.82], [0.47, 2.89, -1.27], [-0.43, 2.34, -0.63], [0.71, 4.19, -1.28], [1.81, 4.76, -2.06], [-0.13, 5.07, -0.50], [1.17, 2.31, -1.89], [2.50, 5.28, -1.40], [1.41, 5.47, -2.79], [2.35, 3.98, -2.59], [-0.08, 4.80, 0.56], [-1.17, 4.98, -0.83], [0.20, 6.10, -0.62], [4.04, 0.43, 3.34], [3.13, 0.26, 2.55], [4.50, 1.62, 3.74], [5.59, 1.75, 4.69], [3.88, 2.82, 3.21], [4.57, -0.42, 3.80], [5.25, 2.30, 5.58], [6.42, 2.30, 4.24], [5.94, 0.77, 5.00], [2.82, 2.84, 3.45], [3.98, 2.84, 2.12], [4.36, 3.70, 3.63], [5.32, 3.17, -3.63], [5.01, 3.92, -2.72], [6.57, 2.78, -3.91], [6.87, 1.88, -5.01], [7.66, 3.28, -3.09], [4.57, 2.74, -4.31], [7.36, 0.98, -4.64], [7.54, 2.37, -5.72], [5.96, 1.60, -5.53], [7.51, 2.99, -2.05], [7.69, 4.37, -3.14], [8.61, 2.88, -3.45], [1.37, 4.71, -8.81], [0.89, 5.50, -8.02], [1.61, 3.41, -8.54], [2.19, 2.51, -9.52], [1.28, 2.90, -7.21], [1.66, 5.00, -9.83], [1.50, 1.69, -9.71], [3.13, 2.11, -9.14], [2.38, 3.04, -10.45], [0.22, 3.04, -7.02], [1.84, 3.46, -6.46], [1.53, 1.85, -7.14]], "lowdin_charge": [-0.01, -0.37, 0.02, -0.24, -0.06, -0.13, -0.26, -0.01, -0.03, 0.80, -0.22, -0.24, -0.64, 0.17, 0.19, 0.15, -0.49, 0.12, 0.82, -0.25, 0.07, 0.10, 0.06, 0.07, 0.15, 0.14, 0.15, 0.11, 0.09, 0.10, 0.10, 0.15, 0.10, 0.10, 0.05, 0.01, -0.04, -0.37, 0.01, -0.19, -0.04, -0.02, 0.10, 0.10, 0.10, 0.06, 0.10, 0.10, 0.09, -0.36, 0.03, -0.20, -0.07, -0.04, 0.13, 0.08, 0.10, 0.07, 0.09, 0.10, 0.08, -0.35, 0.01, -0.19, -0.05, -0.04, 0.14, 0.09, 0.09, 0.06, 0.06, 0.10, 0.09, -0.31, -0.03, -0.18, -0.03, -0.03, 0.13, 0.10, 0.10, 0.07, 0.09, 0.09, 0.09, -0.34, 0.00, -0.19, -0.05, -0.04, 0.14, 0.09, 0.09, 0.08, 0.09, 0.09, 0.09, -0.36, 0.01, -0.19, -0.05, -0.03, 0.12, 0.09, 0.09, 0.08, 0.09, 0.09, 0.09, -0.36, 0.01, -0.20, -0.06, -0.05, 0.13, 0.09, 0.09, 0.08, 0.10, 0.09, 0.06], "lumo_energy_ev": -3.80, "largest_force_ev_per_a": 3.65, "charge": 1, "homo_energy_ev": -10.21}


(2)
{"formula": "C5H6F3N3O", "method": "ωB97M-V/def2-TZVPD", "species": ["C", "C", "C", "C", "C", "N", "N", "N", "O", "F", "F", "F", "H", "H", "H", "H", "H", "H"], "positions_angstrom": [[0.51, 1.45, -0.75], [-1.85, -0.49, -0.16], [-1.59, 1.98, 0.21], [-0.40, -2.32, 0.21], [2.01, -0.03, 0.17], [-0.64, 2.07, -0.81], [-2.18, 0.53, 0.30], [0.81, 0.50, 0.10], [-1.48, -1.60, -0.59], [2.97, 0.87, 0.55], [2.19, -1.02, 1.12], [2.46, -0.70, -0.98], [1.34, 1.55, -1.44], [-1.18, 2.14, 1.12], [-2.56, 2.57, 0.05], [0.15, -1.74, 0.91], [0.25, -2.43, -0.65], [-0.79, -3.31, 0.63]], "lowdin_charge": [-0.24, -0.16, -0.19, 0.07, -0.70, 0.00, 0.23, 0.09, 0.07, 0.10, 0.05, 0.06, 0.13, 0.08, 0.14, 0.05, 0.10, 0.13], "lumo_energy_ev": 0.17, "largest_force_ev_per_a": 3.31, "e_above_lowest_kj_mol": 79.24, "homo_energy_ev": -8.83}